No. 1
{
  "formula": "C2H6N2O",
  "method": "wB97M-V/def2-TZVPD",
  "total_charge": 1,
  "homo_ev": [-16.5, -15.9],
  "relative_energy_kcal_mol": 14.7,
  "fmax_ev_per_a": 3.896,
  "multiplicity": 2,
  "species": ["N", "C", "C", "N", "O", "H", "H", "H", "H", "H", "H"],
  "xyz": [[-1.204052, -0.744705, -0.900286], [-0.915883, 0.138882, 0.241253], [0.601865, -0.001655, 0.675340], [1.453056, 0.828218, -0.003203], [0.815007, -0.435751, 1.758352], [-0.371989, -0.975924, -1.439761], [-1.605918, -1.603062, -0.530834], [-1.686664, -0.103573, 0.959284], [-0.920604, 1.145977, -0.192957], [1.463427, 0.941065, -1.006546], [2.371760, 0.810527, 0.439356]],
  "atomic_forces_ev_per_a": [[1.56, -0.09, 2.53], [-1.39, -1.28, -3.41], [0.62, 2.54, 0.08], [0.34, -1.33, 0.64], [-0.24, -0.94, 0.42], [-0.41, 0.20, -0.68], [-0.41, -0.16, -0.61], [0.41, 0.56, 0.69], [-0.11, 0.28, 0.77], [-0.33, 0.07, -0.01], [-0.04, 0.15, -0.41]],
  "lowdin_spin": [0.4033, 0.1225, 0.0833, 0.0201, 0.3144, 0.0120, 0.0112, -0.0019, 0.0328, 0.0005, 0.0018]
}

***

No. 2
{
  "formula": "C9H10N4S",
  "method": "wB97M-V/def2-TZVPD",
  "homo_ev": -7.4,
  "relative_energy_kcal_mol": 72.6,
  "fmax_ev_per_a": 5.117,
  "smiles": "[H]/N=c1\\sc(C)nn1-c1ccc(N)cc1",
  "multiplicity": 1,
  "species": ["H", "N", "C", "S", "C", "C", "N", "N", "C", "C", "C", "C", "N", "C", "C", "H", "H", "H", "H", "H", "H", "H", "H", "H"],
  "xyz": [[1.128792, 1.560143, 3.099301], [0.800934, 1.288264, 2.188168], [0.382190, 0.115642, 2.234711], [0.417968, -1.241636, 3.319845], [-0.636581, -2.233092, 2.142074], [-1.068710, -3.607290, 2.348073], [-0.966104, -1.652812, 1.077267], [-0.685959, -0.361606, 0.901177], [-0.375861, 0.279347, -0.287805], [-0.568407, 1.624088, -0.314619], [-0.147547, 2.338297, -1.375940], [0.592707, 1.722898, -2.438692], [0.974785, 2.434291, -3.512353], [0.699276, 0.331446, -2.416404], [0.231587, -0.412967, -1.359634], [-0.595601, -3.847005, 3.305624], [-0.673109, -4.226422, 1.502739], [-2.155525, -3.867237, 2.459947], [-1.164260, 1.988959, 0.560350], [-0.241785, 3.426867, -1.204260], [0.482375, 3.333361, -3.596076], [1.922137, 2.648895, -3.861980], [1.340522, -0.117281, -3.201493], [0.306177, -1.525151, -1.570021]],
  "atomic_forces_ev_per_a": [[0.73, 0.38, 0.31], [-0.38, -0.46, 0.44], [-2.25, -0.48, -2.88], [-0.95, -0.49, -1.00], [-0.16, 1.57, -0.48], [0.22, -1.87, 0.89], [-0.04, 0.82, -1.42], [1.88, 0.23, 4.75], [0.67, -3.02, -1.01], [-1.64, -0.37, 1.67], [1.39, 1.50, -1.02], [-1.62, -0.51, 2.75], [0.69, 3.47, -3.08], [1.30, 0.39, -0.56], [-0.05, -0.74, -0.57], [-0.04, -0.96, -0.18], [-0.21, 0.31, 0.95], [0.86, 0.92, -0.20], [0.89, 0.22, -1.10], [0.12, -0.49, -1.03], [0.22, -0.71, 0.22], [-0.54, -1.15, 0.88], [-0.89, 0.06, 0.34], [-0.18, 1.37, 1.33]],
  "mulliken_charge": [0.2654, -0.5473, 0.3889, -0.1858, 0.3795, -0.7985, -0.9092, 0.4214, 0.4305, -0.1937, -0.5496, 0.3749, -0.5532, -0.4067, -0.4565, 0.3080, 0.2305, 0.2482, 0.3191, 0.2350, 0.2285, 0.2163, 0.2800, 0.2742]
}

***

No. 3
{
  "formula": "C14H16O",
  "method": "wB97M-V/def2-TZVPD",
  "homo_ev": -8.4,
  "relative_energy_kcal_mol": 17.4,
  "fmax_ev_per_a": 2.554,
  "smiles": "Cc1ccc(O)cc1.Cc1ccccc1",
  "multiplicity": 1,
  "species": ["C", "C", "C", "C", "C", "O", "C", "C", "H", "H", "H", "H", "H", "H", "H", "H", "C", "C", "C", "C", "C", "C", "C", "H", "H", "H", "H", "H", "H", "H", "H"],
  "xyz": [[0.660932, -1.535399, -2.839890], [-0.499367, -0.665790, -2.379482], [-1.371545, -0.060489, -3.260599], [-2.421305, 0.751955, -2.782512], [-2.603307, 0.871008, -1.425385], [-3.601228, 1.710785, -0.977565], [-1.730085, 0.250011, -0.536937], [-0.668182, -0.502014, -1.003517], [1.604443, -1.003737, -2.638002], [0.724195, -1.599410, -3.938596], [0.641716, -2.494847, -2.350123], [-1.281871, 0.016093, -4.331937], [-3.000514, 1.235561, -3.550973], [-3.563588, 1.713290, -0.002093], [-2.015556, 0.354538, 0.513093], [-0.184165, -1.185788, -0.314159], [2.594248, -1.131237, 0.840740], [1.682674, -0.300292, 1.677698], [1.307017, -0.700863, 2.959270], [0.607758, 0.151612, 3.819033], [0.229810, 1.411444, 3.369340], [0.461228, 1.791163, 2.043798], [1.083049, 0.867091, 1.213656], [2.051961, -1.726901, 0.106087], [3.207617, -1.805302, 1.419977], [3.269616, -0.493358, 0.257089], [1.509659, -1.702267, 3.297104], [0.396044, -0.194649, 4.825261], [-0.420539, 1.974476, 4.032038], [-0.008058, 2.705543, 1.714342], [1.337346, 1.297772, 0.243242]],
  "atomic_forces_ev_per_a": [[0.32, 1.47, -0.82], [0.97, -0.78, -0.30], [-0.84, 1.57, 0.67], [0.97, -0.96, -0.60], [-0.09, 0.94, 0.00], [0.17, -0.40, 0.66], [-0.71, 0.16, 0.18], [-1.38, -0.70, -0.11], [-0.14, -0.34, 0.48], [-0.51, -0.47, 0.36], [0.17, -0.41, -0.05], [0.52, -0.76, -0.21], [-0.47, 0.30, 0.35], [-0.13, 0.08, -0.64], [0.58, -0.23, -0.06], [0.48, 0.45, -0.03], [0.12, 0.22, -0.83], [-1.02, -0.04, 0.52], [-0.16, 0.32, 0.32], [0.45, -0.24, -0.67], [-0.69, -0.37, 0.25], [-0.92, -1.25, 1.27], [1.56, 1.95, -0.52], [-0.11, -0.10, -0.03], [0.07, -0.15, 0.31], [-0.10, -0.07, 0.14], [0.48, -0.20, 0.13], [-0.17, 0.15, -0.10], [0.36, 0.43, -0.10], [0.34, 0.11, -0.42], [-0.09, -0.70, -0.17]],
  "mulliken_charge": [-1.3723, 0.4380, -0.5082, -0.6018, 0.8339, -0.5550, -0.3788, -0.5276, 0.2805, 0.3539, 0.3319, 0.3128, 0.4020, 0.2768, 0.2429, 0.4409, -1.2698, 0.5144, -0.3007, -0.5987, -0.3368, -0.6126, -0.0627, 0.1584, 0.4264, 0.3247, 0.3713, 0.3740, 0.3191, 0.4106, 0.3125]
}

***

No. 4
{
  "formula": "C14H11Co2N2O6",
  "method": "wB97M-V/def2-TZVPD",
  "total_charge": -1,
  "homo_ev": -1.4,
  "relative_energy_kcal_mol": 54.7,
  "fmax_ev_per_a": 6.666,
  "multiplicity": 1,
  "species": ["C", "C", "N", "C", "C", "C", "N", "H", "H", "H", "H", "H", "H", "H", "H", "O", "C", "Co", "C", "O", "C", "O", "C", "C", "C", "Co", "C", "O", "C", "O", "C", "O", "H", "H", "H"],
  "xyz": [[0.387150, 1.819686, -1.465582], [1.471646, 0.827176, -1.516208], [1.782752, -0.170468, -0.674138], [2.924634, -0.812980, -1.137982], [3.317893, -0.196103, -2.272308], [4.477443, -0.379198, -3.154574], [2.387174, 0.800464, -2.497536], [-0.122016, 1.773042, -0.499377], [0.788668, 2.835039, -1.639184], [-0.354675, 1.628969, -2.262537], [3.344953, -1.638918, -0.598398], [5.215835, -1.009509, -2.645597], [4.198415, -0.880339, -4.092220], [4.951299, 0.579946, -3.409607], [2.422571, 1.467400, -3.265605], [-3.358436, -3.436762, -0.307488], [-3.220849, -2.513090, 0.369904], [-3.105567, -1.090752, 1.420838], [-3.653085, 0.014297, 0.155394], [-4.038821, 0.714476, -0.676734], [-4.538793, -1.726801, 2.227576], [-5.499090, -2.105505, 2.744519], [-1.128825, -1.228344, 1.276030], [-0.179273, -0.357945, 0.886351], [1.259634, -0.419641, 0.658502], [-1.308699, 0.436137, 2.042577], [-1.760936, 1.945771, 1.223609], [-2.127783, 2.951805, 0.774972], [-0.445067, 1.086521, 3.464905], [0.002589, 1.508925, 4.445466], [-2.959389, 0.302397, 2.892328], [-3.608483, 0.721969, 3.775924], [-0.871102, -2.284809, 1.467945], [1.744751, 0.263638, 1.376159], [1.603479, -1.426494, 0.912075]],
  "atomic_forces_ev_per_a": [[-0.50, 0.48, -0.05], [0.17, -0.76, 0.41], [0.62, 1.01, -1.47], [-0.35, 0.47, -0.05], [-0.29, 0.18, 0.12], [0.58, -0.40, -0.49], [0.26, 0.23, -0.33], [0.02, -0.10, -0.12], [-0.04, -0.37, 0.14], [0.25, -0.09, 0.41], [0.04, -0.04, 0.06], [-0.10, 0.18, -0.20], [0.10, 0.13, 0.16], [-0.10, -0.26, 0.12], [-0.13, -0.31, 0.40], [-0.23, 0.39, 0.06], [1.08, -0.72, 0.02], [-2.88, -1.29, -1.28], [-0.47, 1.36, -0.76], [0.23, -0.49, 0.32], [0.09, 0.36, 1.38], [0.15, 0.01, -0.45], [3.09, -2.35, -0.94], [0.51, -0.81, -2.67], [-1.11, -1.06, 2.30], [-2.27, 5.22, 3.48], [-0.55, 0.37, -0.51], [0.27, 0.00, 0.18], [0.13, -1.30, 0.28], [-0.05, 0.41, -0.21], [1.39, 0.17, 0.42], [-0.57, -0.26, -0.23], [-0.03, 0.18, 0.13], [0.09, -0.02, -0.45], [0.58, -0.52, -0.17]],
  "mulliken_charge": [-0.6699, 0.3222, 0.6607, -0.5509, 0.3126, -1.2685, -0.1081, -0.2630, 0.4063, 0.2745, 0.4181, 0.3166, 0.2780, 0.3503, 0.2661, -0.4334, 0.5472, -0.0360, 0.0039, -0.3898, 0.2839, -0.4337, -1.5911, 1.2274, -0.6587, 0.1879, 0.1131, -0.4657, -0.0479, -0.4418, 0.1374, -0.5563, 0.3552, 0.1161, 0.3373]
}

***

No. 5
{
  "formula": "C4H10O2",
  "method": "wB97M-V/def2-TZVPD",
  "homo_ev": -10.2,
  "relative_energy_kcal_mol": 48.9,
  "fmax_ev_per_a": 4.776,
  "smiles": "C[C@@H](O)CCO",
  "multiplicity": 1,
  "species": ["C", "C", "O", "C", "C", "O", "H", "H", "H", "H", "H", "H", "H", "H", "H", "H"],
  "xyz": [[-1.159767, 0.221253, -1.966145], [-0.150452, -0.471378, -1.063795], [1.189137, 0.054183, -1.478270], [-0.430822, -0.061247, 0.333870], [0.586972, -0.170177, 1.386942], [0.103911, 0.277031, 2.721245], [-0.944055, 0.232910, -2.994138], [-2.132881, -0.106900, -1.755960], [-1.119611, 1.242384, -1.656789], [-0.120178, -1.547400, -1.082170], [0.848388, 1.101560, -1.675171], [-1.345575, -0.743936, 0.655941], [-0.790964, 0.950036, 0.349764], [1.329708, 0.595669, 1.196336], [1.150736, -1.037385, 1.586832], [-0.295528, -0.447357, 3.286333]],
  "atomic_forces_ev_per_a": [[0.78, -0.36, 1.14], [1.86, 1.18, -0.94], [-2.90, 3.77, -0.41], [-3.33, -2.16, 1.34], [0.85, 1.94, 2.50], [-0.74, -1.07, 0.00], [0.34, -0.60, -1.37], [-1.54, -0.56, 0.03], [-0.16, 1.02, 0.20], [0.21, -0.44, -0.65], [2.13, -4.20, 0.72], [1.41, 1.40, -0.49], [-0.25, 0.61, 0.15], [0.33, 0.06, -0.18], [0.25, -1.60, -0.53], [0.76, 1.00, -1.50]],
  "mulliken_charge": [-1.5035, 0.0424, -0.5880, -0.0810, -0.6530, -0.5558, 0.3820, 0.3810, 0.4395, 0.3904, 0.4040, 0.2311, 0.1694, 0.2233, 0.4227, 0.2956]
}

***

No. 6
{
  "formula": "C3H7ClN3O2",
  "method": "wB97M-V/def2-TZVPD",
  "total_charge": 1,
  "homo_ev": -14.9,
  "relative_energy_kcal_mol": 0.0,
  "fmax_ev_per_a": 3.854,
  "multiplicity": 1,
  "species": ["C", "C", "C", "N", "N", "N", "O", "O", "Cl", "H", "H", "H", "H", "H", "H", "H"],
  "xyz": [[-2.431089, 1.348043, -1.004826], [1.715596, 0.262372, 1.069195], [0.291829, -1.714095, 0.628838], [-0.465877, 0.433497, 0.137347], [-1.666376, 2.074756, -0.420916], [0.466084, -0.245417, 0.584316], [-3.153841, 0.884433, -1.763317], [-0.525882, 1.773901, 0.206999], [0.014263, 0.360842, -2.582523], [1.757303, 0.701295, 2.066087], [2.339839, -0.601741, 0.851196], [2.070469, 1.121732, 0.400373], [-0.805278, -1.844338, 0.290389], [0.973381, -2.229391, -0.072919], [0.360613, -2.095637, 1.615015], [-0.941033, -0.230253, -2.005252]],
  "atomic_forces_ev_per_a": [[-0.05, -0.23, -1.18], [1.90, 1.61, -1.74], [-2.94, -0.01, -2.50], [-1.06, -1.65, 0.46], [-0.55, 3.26, 0.65], [-0.12, 1.50, 0.97], [-0.97, -0.75, -0.04], [1.84, -2.33, 0.64], [0.64, 0.18, -0.65], [-0.42, -0.69, 0.23], [0.76, 0.44, 0.81], [-0.64, -1.18, 0.61], [1.85, -0.21, 0.45], [-0.22, 0.52, 0.38], [0.39, 0.02, 1.06], [-0.40, -0.47, -0.17]],
  "mulliken_charge": [0.6864, -0.7015, -0.8773, -0.1912, -0.2579, 0.4157, -0.2811, 0.0288, -0.1707, 0.3147, 0.3231, 0.3455, 0.3535, 0.3749, 0.3858, 0.2515]
}

***

No. 7
{
  "formula": "C6H9O",
  "method": "wB97M-V/def2-TZVPD",
  "total_charge": 1,
  "homo_ev": [-12.6, -14.2],
  "relative_energy_kcal_mol": 0.0,
  "fmax_ev_per_a": 4.247,
  "multiplicity": 3,
  "species": ["C", "C", "C", "C", "C", "C", "O", "H", "H", "H", "H", "H", "H", "H", "H", "H"],
  "xyz": [[-1.308518, -0.792216, 0.792444], [-0.384282, -1.132400, -0.153888], [3.341934, -0.205354, 0.569343], [-1.969260, 0.479617, 0.465645], [-1.210704, 1.035626, -0.825900], [-0.348474, -0.065845, -1.061399], [2.163096, -0.392792, 0.285844], [-1.576019, -1.476148, 1.538800], [0.433119, -1.784719, -0.158852], [3.700629, -0.349963, 1.587614], [3.982069, 0.131921, -0.258680], [-2.968613, 0.247175, 0.186537], [-1.930890, 1.212426, 1.259028], [-1.859523, 1.216108, -1.747950], [-0.410024, 1.898195, -0.595306], [0.345463, -0.021630, -1.883277]],
  "atomic_forces_ev_per_a": [[-2.03, 0.00, 2.26], [1.89, 1.16, -1.55], [-1.83, -0.01, -1.08], [1.20, 1.25, -0.75], [0.06, 0.88, 1.18], [1.84, -0.31, -3.81], [1.10, 0.12, 0.55], [-0.64, -0.53, 1.16], [0.53, -1.54, 0.28], [0.29, 0.00, 0.12], [0.46, -0.05, 0.44], [-1.34, -0.02, 0.11], [-0.47, 0.02, 0.44], [0.84, 0.41, 1.30], [-2.16, -1.09, -0.57], [0.25, -0.28, -0.07]],
  "lowdin_spin": [0.5700, 0.5222, 0.0018, 0.0897, 0.0918, 0.5163, 0.0343, 0.0249, 0.0116, 0.0001, 0.0009, 0.0316, 0.0185, 0.0304, 0.0415, 0.0144]
}

***

No. 8
{
  "formula": "CH3NO2S",
  "method": "wB97M-V/def2-TZVPD",
  "homo_ev": -10.3,
  "relative_energy_kcal_mol": 62.9,
  "fmax_ev_per_a": 6.188,
  "smiles": "O=S1(=O)CN1",
  "multiplicity": 1,
  "species": ["O", "S", "O", "C", "N", "H", "H", "H"],
  "xyz": [[1.285974, 1.418748, -0.071474], [0.920115, 0.036629, -0.058640], [1.848271, -1.052772, -0.105515], [-0.731036, -0.221406, -0.523907], [-0.430015, -0.242571, 0.979935], [-0.824784, -1.202207, -0.838095], [-1.286868, 0.510520, -0.808634], [-0.781658, 0.753058, 1.426327]],
  "atomic_forces_ev_per_a": [[0.74, 0.24, -0.13], [-1.98, 0.33, 1.30], [-0.35, 0.41, -0.16], [4.46, -3.46, 2.53], [0.06, 2.95, 1.22], [-1.00, -1.67, -0.96], [-3.31, 4.34, -2.32], [1.38, -3.14, -1.48]],
  "mulliken_charge": [-0.5352, 0.9602, -0.5277, -0.3113, -0.5044, 0.2384, 0.3692, 0.3108]
}